[1]
20
Properties=species:S:1:pos:R:3 method="wB97M-V/def2-TZVPD" smiles="[H]/N=C(/N)C[C@H](C)C=C" lumo_energy_ev=0.52 charge=0 orbital_gap_ev=8.94
H 0.58 1.79 -2.07
N -0.36 1.47 -1.80
C -0.51 1.33 -0.53
N -1.52 2.01 0.12
C 0.78 0.91 0.48
C 0.68 -0.60 0.59
C 1.94 -1.34 0.16
C -0.52 -0.96 -0.29
C -1.71 -1.38 0.22
H -1.90 1.55 0.93
H -2.23 2.36 -0.52
H 0.60 1.41 1.43
H 1.68 1.26 -0.02
H 0.46 -0.88 1.63
H 2.72 -1.24 0.92
H 2.34 -0.94 -0.78
H 1.75 -2.41 0.00
H -0.25 -1.20 -1.32
H -2.21 -2.31 -0.05
H -2.34 -0.83 0.91

[2]
20
Properties=species:S:1:pos:R:3 method="wB97M-V/def2-TZVPD" lumo_energy_ev=1.18 charge=0 orbital_gap_ev=9.67
C 1.12 -0.46 -0.40
C 1.34 1.14 -0.33
C 0.06 1.69 0.33
C -2.16 0.07 0.06
C -1.61 -1.33 -0.09
C -0.30 -0.56 0.16
H 2.39 -0.77 1.21
H 3.00 -1.33 -0.18
H 1.08 -0.72 -1.50
H 1.34 1.58 -1.31
H 2.25 1.39 0.24
H -0.23 2.75 0.13
H 0.24 1.70 1.41
H -2.51 0.35 1.04
H -3.00 0.41 -0.55
H -1.93 -2.13 0.53
H -1.50 -1.65 -1.19
H -0.19 -0.65 1.25
N 2.08 -1.26 0.32
N -0.90 0.67 -0.24

[3]
20
Properties=species:S:1:pos:R:3 method="wB97M-V/def2-TZVPD" lumo_energy_ev=0.86 charge=0 orbital_gap_ev=9.53
H 2.69 0.29 -0.23
N 1.96 -0.41 -0.39
C 0.80 -0.01 -0.04
C 0.39 1.34 0.36
C 1.14 2.14 1.10
C -1.15 1.61 -0.07
N -0.32 -0.85 -0.31
C -0.70 -1.64 0.85
C -0.22 -1.63 -1.53
H 0.80 3.12 1.40
H 2.11 1.82 1.48
H -1.14 1.89 -1.13
H -1.46 2.47 0.51
H -1.88 0.83 0.11
H -1.67 -2.10 0.66
H -0.79 -0.98 1.71
H 0.03 -2.42 1.06
H 0.55 -2.41 -1.45
H -1.19 -2.08 -1.73
H 0.05 -0.96 -2.35

[4]
20
Properties=species:S:1:pos:R:3 method="wB97M-V/def2-TZVPD" smiles="CN1N=CCC1(C)C" lumo_energy_ev=0.96 charge=0 orbital_gap_ev=8.91
C -1.49 1.46 0.30
N -0.12 1.12 0.13
N 0.79 1.51 1.01
C 1.85 0.82 0.83
C 1.73 -0.37 -0.09
C 0.22 -0.29 -0.18
C -0.46 -1.28 0.76
C -0.34 -0.61 -1.57
H -1.63 2.09 1.16
H -1.83 1.88 -0.71
H -2.12 0.63 0.51
H 2.79 1.19 1.17
H 2.24 -0.34 -1.01
H 1.93 -1.34 0.34
H -1.57 -1.26 0.54
H -0.43 -0.86 1.84
H -0.08 -2.27 0.66
H 0.13 0.05 -2.28
H -1.40 -0.35 -1.75
H -0.20 -1.77 -1.69

[5]
20
Properties=species:S:1:pos:R:3 method="wB97M-V/def2-TZVPD" lumo_energy_ev=0.91 charge=0 orbital_gap_ev=10.05
H -1.79 -1.46 1.29
N -1.25 -0.76 0.79
C -0.75 0.13 1.52
C -0.89 0.26 3.03
N -0.11 1.21 0.98
C 1.11 1.46 0.90
H 0.10 0.20 3.48
H -1.52 -0.54 3.42
H -1.32 1.23 3.28
H 1.90 0.76 1.19
H 1.42 2.42 0.52
C 1.58 -0.04 -1.94
C 0.26 -0.07 -2.01
C -0.52 -1.16 -2.65
H 2.20 -0.83 -2.34
H 2.11 0.77 -1.47
H -0.33 0.73 -1.59
H -1.15 -0.77 -3.45
H 0.12 -1.94 -3.05
H -1.18 -1.60 -1.90

[6]
20
Properties=species:S:1:pos:R:3 method="wB97M-V/def2-TZVPD" lumo_energy_ev=0.13 charge=0 orbital_gap_ev=6.78
C -1.79 -1.11 0.85
C 1.33 -1.53 -0.44
C 1.52 1.12 -0.66
N -0.81 -0.24 0.19
C 0.92 -0.33 0.40
C -1.08 0.79 -0.46
C -1.66 1.93 -0.76
N 1.29 -0.25 1.63
H 0.57 0.14 2.24
H -2.79 -0.88 0.51
H -1.54 -2.15 0.64
H -1.75 -0.96 1.93
H 2.41 -1.66 -0.36
H 0.83 -2.42 -0.06
H 1.07 -1.40 -1.49
H 1.24 1.27 -1.70
H 2.56 0.81 -0.65
H 1.39 2.02 -0.07
H -1.88 2.64 0.03
H -1.83 2.21 -1.78

[7]
20
Properties=species:S:1:pos:R:3 method="wB97M-V/def2-TZVPD" smiles=NC1(C2(N)CC2)CC1 lumo_energy_ev=1.15 charge=0 orbital_gap_ev=9.53
N -0.96 1.55 -0.52
C -0.76 0.23 -0.07
C 0.72 0.20 0.06
N 1.19 1.37 0.45
C 1.50 -1.00 0.51
C 1.59 -0.63 -0.91
C -1.78 -0.43 0.83
C -1.55 -1.10 -0.44
H -1.12 2.33 0.18
H -1.94 1.62 -1.03
H 1.54 1.83 -0.43
H 2.01 1.33 1.31
H 1.05 -1.99 0.73
H 2.39 -0.73 1.09
H 0.98 -1.09 -1.62
H 2.55 0.02 -0.90
H -2.58 0.33 0.75
H -1.88 -0.84 1.87
H -0.82 -2.00 -0.55
H -2.14 -1.00 -1.32

[8]
21
Properties=species:S:1:pos:R:3 method="wB97M-V/def2-TZVPD" smiles="[H]/N=C(/C)C[C@@H](N)C(C)=O" lumo_energy_ev=0.75 charge=0 orbital_gap_ev=10.15
H -1.01 1.74 0.19
N -0.20 2.00 0.74
C 0.75 1.19 0.77
C 1.97 1.55 1.57
C 0.86 -0.16 0.06
C -0.46 -0.99 0.03
N -1.21 -0.99 1.27
C -1.34 -0.49 -1.11
C -1.11 -1.16 -2.43
O -2.16 0.39 -0.95
H 2.10 0.85 2.39
H 1.85 2.55 1.97
H 2.86 1.51 0.94
H 1.19 0.03 -0.97
H 1.63 -0.75 0.55
H -0.18 -2.03 -0.18
H -0.59 -1.06 2.07
H -1.75 -0.13 1.36
H -1.54 -0.57 -3.24
H -0.05 -1.32 -2.61
H -1.60 -2.13 -2.40

[9]
21
Properties=species:S:1:pos:R:3 method="wB97M-V/def2-TZVPD" smiles=CCc1c[nH]cn1.CO lumo_energy_ev=0.72 charge=0 orbital_gap_ev=9.65
C -1.43 1.15 -2.79
C -1.49 0.61 -1.36
C -0.20 0.72 -0.62
C 1.07 0.26 -0.77
N 1.78 0.73 0.30
C 0.94 1.47 1.05
N -0.26 1.47 0.54
H -0.95 0.46 -3.49
H -0.94 2.11 -2.93
H -2.44 1.24 -3.19
H -2.24 1.19 -0.83
H -1.98 -0.38 -1.44
H 1.59 -0.15 -1.61
H 2.78 0.67 0.40
H 1.20 2.08 1.91
C -0.33 -2.90 1.19
O 0.24 -2.36 2.39
H -0.46 -3.98 1.29
H -1.28 -2.39 1.03
H 0.31 -2.78 0.32
H 0.59 -1.49 2.15

[10]
21
Properties=species:S:1:pos:R:3 method="wB97M-V/def2-TZVPD" lumo_energy_ev=0.23 charge=0 orbital_gap_ev=8.84
H -2.17 0.03 0.91
N -1.30 -0.36 1.27
C -0.50 -0.77 0.39
C -0.65 -0.61 -1.11
N -0.23 0.72 -1.52
C -1.17 1.76 -1.19
C 1.15 1.05 -0.99
C 0.72 -1.54 0.86
C 1.02 -1.43 2.32
O 1.35 -2.23 0.09
H 0.00 -1.33 -1.62
H -1.69 -0.76 -1.40
H -0.84 2.69 -1.65
H -2.16 1.50 -1.58
H -1.26 1.94 -0.10
H 1.82 0.25 -1.30
H 1.45 1.97 -1.50
H 1.23 1.27 0.09
H 0.10 -1.56 2.88
H 1.38 -0.42 2.53
H 1.77 -2.16 2.62

[11]
21
Properties=species:S:1:pos:R:3 method="wB97M-V/def2-TZVPD" spin_multiplicity=2 lumo_energy_ev="-4.01 / -7.92" charge=+1 orbital_gap_ev="8.95 / 5.04"
C -0.08 1.17 -0.50
C -1.56 1.38 -0.08
C 0.84 0.58 0.52
C 2.14 0.00 0.44
C 1.40 0.02 2.52
N 0.43 0.60 1.78
N 2.47 -0.27 1.73
H -0.11 0.67 -1.46
H 0.35 2.19 -0.56
H -1.64 1.95 0.85
H 2.66 -0.30 -0.45
H 1.32 -0.12 3.59
H 3.31 -0.76 2.03
H -2.21 0.54 0.15
H -1.96 2.03 -0.86
C -2.37 -1.59 -1.85
O -2.13 -1.37 -3.27
H -1.56 -2.07 -3.56
H -1.67 -0.90 -1.42
H -3.40 -1.39 -1.57
H -2.13 -2.62 -1.58

[12]
22
Properties=species:S:1:pos:R:3 method="wB97M-V/def2-TZVPD" smiles="NC(=O)[C@H](N)[C@H]1CC[C@H]1O" lumo_energy_ev=0.68 charge=0 orbital_gap_ev=9.77
N 2.23 0.34 -0.95
C 1.58 0.32 0.21
O 2.25 0.84 1.13
C 0.48 -0.71 0.46
N 1.04 -2.05 0.30
C -0.77 -0.45 -0.38
C -2.07 -1.19 0.01
C -2.85 0.11 -0.26
C -1.52 0.89 -0.22
O -1.23 1.47 1.04
H 1.66 0.40 -1.79
H 3.20 0.81 -0.60
H 0.23 -0.58 1.53
H 0.45 -2.73 0.76
H 1.07 -2.31 -0.68
H -0.55 -0.62 -1.44
H -2.33 -2.08 -0.58
H -2.07 -1.47 1.08
H -3.29 0.13 -1.27
H -3.60 0.42 0.48
H -1.35 1.64 -1.02
H -1.65 2.33 1.10

Number 1: calculated total energy -9393.5761 eV. Number 2: calculated total energy -9394.3167 eV. Number 3: calculated total energy -9395.2253 eV. Number 4: calculated total energy -9394.7173 eV. Number 5: calculated total energy -9394.9894 eV. Number 6: calculated total energy -9391.3478 eV. Number 7: calculated total energy -9391.9392 eV. Number 8: calculated total energy -11443.9914 eV. Number 9: calculated total energy -11443.6518 eV. Number 10: calculated total energy -11443.2935 eV. Number 11: calculated total energy -11435.1139 eV. Number 12: calculated total energy -13490.4342 eV.